#P
{"formula": "C2H7NO2", "method": "ωB97M-V/def2-TZVPD", "smiles": "CNC=O.O", "total_charge": 0, "homo_lumo_gap_ev": 10.63, "e_lumo_ha": 0.0284, "symbols": ["H", "O", "H", "H", "C", "H", "H", "N", "H", "O", "C", "H"], "positions_angstrom": [[0.82, -1.13, 2.56], [2.87, 2.46, -5.03], [-0.13, 0.28, 2.63], [0.78, 0.07, 1.23], [-2.19, -1.00, 1.48], [2.17, 2.55, -5.66], [-0.66, -1.93, 0.60], [-0.87, -1.21, 1.28], [2.53, 2.28, -4.16], [-3.06, -1.43, 0.74], [0.18, -0.50, 1.94], [-2.43, -0.44, 2.40]]}

#Q
{"formula": "C2H7NO2", "method": "ωB97M-V/def2-TZVPD", "smiles": "C=O.NCO", "total_charge": 0, "homo_lumo_gap_ev": 10.37, "e_lumo_ha": 0.0184, "symbols": ["H", "O", "H", "H", "C", "N", "C", "H", "H", "O", "H", "H"], "positions_angstrom": [[-1.26, 0.59, -1.77], [-1.95, 0.46, 0.01], [-2.95, 1.47, -1.69], [0.76, 1.04, 1.25], [1.48, -0.64, 0.18], [1.31, 0.20, 1.40], [-2.14, 0.84, -1.16], [1.84, -1.64, 0.55], [0.79, -0.31, 2.11], [0.26, -0.95, -0.59], [-0.35, -0.88, 0.20], [2.22, -0.17, -0.49]]}

Which structure is the most stable? The one labeled #P.

#P
{"formula": "C3H7PS", "method": "ωB97M-V/def2-TZVPD", "total_charge": 0, "homo_lumo_gap_ev": [7.21, 7.15], "e_lumo_ha": [-0.0131, -0.0084], "symbols": ["C", "H", "H", "H", "P", "C", "H", "C", "H", "S", "H", "H"], "positions_angstrom": [[0.48, 0.08, -1.10], [0.37, 1.24, 0.70], [-0.05, 0.61, -1.83], [0.92, -0.78, -1.47], [-1.85, -0.90, -0.15], [1.98, -0.10, 0.81], [2.49, -1.01, 0.32], [0.89, 0.48, 0.24], [2.27, 0.10, 1.78], [-2.88, 0.77, 0.45], [-2.41, -1.09, -1.37], [-2.21, 0.62, 1.61]]}

#Q
{"formula": "C3H7PS", "method": "ωB97M-V/def2-TZVPD", "total_charge": 0, "homo_lumo_gap_ev": [7.32, 7.30], "e_lumo_ha": [-0.0479, -0.0483], "symbols": ["H", "H", "H", "P", "H", "C", "H", "S", "C", "H", "H", "C"], "positions_angstrom": [[1.17, -2.01, -1.15], [1.16, 3.27, 0.92], [2.23, 0.09, -1.56], [1.31, 4.76, 0.86], [1.99, 1.38, -0.39], [0.19, -1.57, -0.80], [-0.24, -2.28, -0.11], [-0.08, 0.27, 1.20], [0.51, -0.25, -0.17], [0.86, 1.02, -1.92], [-0.46, -1.37, -1.66], [1.38, 0.63, -1.08]]}

Which structure is the most stable? The one labeled #P.